# 1
Entry from the OMol25 dataset: 2 unconnected molecules or ions with the total composition C5H8F3NO3 in a non-equilibrium geometry (ωB97M-V/def2-TZVPD).

```
20
C5H8F3NO3 (ωB97M-V/def2-TZVPD)
C -2.3813 1.3747 -0.7441
C -1.3485 0.9455 0.2709
C -0.5804 -0.2074 -0.2911
N -0.7189 -1.3805 0.2273
O -1.2506 -1.5827 1.3297
O -0.4035 -2.5819 -0.5476
H -1.7857 1.6645 -1.6414
H -3.0078 2.2451 -0.4699
H -3.0727 0.4890 -1.0391
H -1.6322 0.4178 1.2744
H -0.5944 1.7465 0.5107
H -0.1211 -0.2769 -1.3639
H -1.0810 -3.2587 -0.3644
O 2.2997 -1.7847 0.1999
C 2.1452 -0.7319 0.7602
C 2.7514 0.6011 0.1776
F 2.0294 1.0396 -0.9184
F 4.0212 0.4093 -0.2382
F 2.7341 1.5487 1.0522
H 1.9973 -0.6773 1.8151
```

Output
SMILES ... CC/C=[N+](\[O-])O.O=CC(F)(F)F
Energy relative to the best compared isomer or geometry (same formula, charge and spin) ... 1.8119 eV
Orbital gap ... 9.0 eV
M ... 187.1 g mol⁻¹

***

# 2
Entry from the OMol25 dataset: a single C5H8FN molecule in a non-equilibrium geometry (ωB97M-V/def2-TZVPD).

```
15
C5H8FN (ωB97M-V/def2-TZVPD)
C 0.8355 1.9187 1.0172
N 0.2313 0.8164 0.9914
C 0.2879 0.0120 -0.6545
C 0.6173 0.7086 -1.7274
C 0.0466 -1.3894 -0.3504
C -1.1393 -1.4944 0.6134
F -0.2872 -2.0671 -1.4577
H 0.9955 2.2567 2.1402
H 1.5621 2.2822 0.1892
H 0.9397 1.7628 -1.6847
H 0.6754 0.2246 -2.7415
H 1.0292 -1.9672 -0.0074
H -1.4575 -2.5080 0.5861
H -1.9580 -0.7977 0.3070
H -0.7582 -1.1158 1.4727
```

Output
SMILES ... C=NC(=C)[C@@H](C)F
Energy relative to the best compared isomer or geometry (same formula, charge and spin) ... 3.1264 eV
Orbital gap ... 10.5 eV
M ... 101.1 g mol⁻¹

***

# 3
Entry from the OMol25 dataset: a single C5H8FN molecule in a non-equilibrium geometry (ωB97M-V/def2-TZVPD).

```
15
C5H8FN (ωB97M-V/def2-TZVPD)
C 1.4563 1.6881 -0.7453
C -0.0666 -0.2106 1.1000
C 1.5840 -0.1780 0.7170
C -0.9679 0.5164 0.2684
C -1.6662 0.0200 -0.9474
N 2.0254 0.8165 -0.1083
F -1.4058 1.7221 0.7384
H 1.9044 2.3953 -1.4138
H -0.2625 -1.2792 1.0677
H -0.0898 0.1599 2.1226
H 2.0956 -0.1178 1.6772
H 1.8174 -1.1374 0.2511
H -1.9065 -1.0373 -0.8402
H -1.0689 0.1308 -1.8528
H -2.5893 0.5816 -1.0760
```

Output
Energy relative to the best compared isomer or geometry (same formula, charge and spin) ... 3.7111 eV
Orbital gap (spin up / spin down) ... 7.6 / 8.1 eV
M ... 101.1 g mol⁻¹

***

# 4
Entry from the OMol25 dataset: 2 unconnected molecules or ions with the total composition C5H8FN in a non-equilibrium geometry (ωB97M-V/def2-TZVPD).

```
15
C5H8FN (ωB97M-V/def2-TZVPD)
C 0.5510 -1.6283 1.1794
C -0.0072 0.4045 -1.5645
C -0.7869 1.9078 0.3040
C -0.5344 -1.6796 0.4717
C 0.0942 1.0921 -0.2395
N 1.5030 -1.6655 1.9279
F 1.3008 0.9315 0.3514
H -1.0346 0.1150 -1.7693
H 0.3263 1.0757 -2.3570
H 0.6247 -0.4804 -1.5800
H -1.7402 2.0763 -0.1582
H 2.3188 -1.0900 1.7747
H -0.5822 2.4183 1.2263
H -1.3712 -1.0554 0.7224
H -0.6621 -2.4220 -0.2893
```

Output
Energy relative to the best compared isomer or geometry (same formula, charge and spin) ... 0.9954 eV
Spin multiplicity ... 3
Orbital gap (spin up / spin down) ... 5.4 / 7.7 eV
M ... 101.1 g mol⁻¹

***

# 5
Entry from the OMol25 dataset: a single C5H8FNS molecule in a non-equilibrium geometry (ωB97M-V/def2-TZVPD).

```
16
C5H8FNS (ωB97M-V/def2-TZVPD)
F 0.4193 1.5236 1.2748
C -0.0535 1.0628 0.0105
C 1.0991 0.9108 -1.0057
C 1.3837 -0.4939 -0.9958
N 1.6048 -0.9694 0.3962
C 0.3547 -1.3298 0.8746
C -0.6453 -0.2100 0.3361
S -2.1501 -0.2376 -0.3494
H -0.9865 1.7025 -0.2863
H 2.0393 1.7223 -0.9175
H 0.7134 1.0945 -1.9926
H 0.3449 -1.0386 -1.4911
H 2.3382 -0.4040 -1.7039
H 1.9956 -1.8874 0.0894
H 0.2167 -1.6393 1.9660
H -0.0995 -2.3142 0.3620
```

Output
SMILES ... F[C@H]1CCNCC1=S
Energy relative to the best compared isomer or geometry (same formula, charge and spin) ... 3.4867 eV
Orbital gap ... 8.1 eV
M ... 133.2 g mol⁻¹

***

# 6
Entry from the OMol25 dataset: a molecular structure, C5H8FNiO4 in a non-equilibrium geometry (ωB97M-V/def2-TZVPD).

```
19
C5H8FNiO4 (ωB97M-V/def2-TZVPD)
O -0.3056 -1.4651 -0.4126
C -1.2161 -1.8361 0.5031
C -0.9778 -0.9965 1.7601
O 0.4253 -0.7453 1.7793
C 0.8726 -0.1343 0.6599
O 0.4228 1.1114 0.5597
O 1.9897 -0.4821 0.2034
C 0.8795 1.9249 -0.5346
H -1.2469 -1.5242 2.6793
F -1.0465 -3.2014 0.8663
H -2.2548 -1.7623 0.1436
H -1.5270 -0.0484 1.6778
H 0.7446 2.9528 -0.1795
H 1.9499 1.7397 -0.6864
C 0.0926 1.6810 -1.8041
H 0.4108 2.4109 -2.5610
H 0.2802 0.6768 -2.2055
H -0.9834 1.8115 -1.6284
Ni 1.4901 -2.1131 -0.8205
```

Output
Energy relative to the best compared isomer or geometry (same formula, charge and spin) ... 0.0571 eV
Spin multiplicity ... 4
Orbital gap (spin up / spin down) ... 7.7 / 9.2 eV
M ... 209.8 g mol⁻¹

***

# 7
Entry from the OMol25 dataset: a molecular structure, C5H8GdO3 in a non-equilibrium geometry (ωB97M-V/def2-TZVPD).

```
17
C5H8GdO3 (ωB97M-V/def2-TZVPD)
O 0.6447 1.4361 0.0226
C 0.3001 -0.1841 0.7436
C -1.2039 -0.1673 0.5303
O -1.5425 1.0928 -0.0457
C -0.4787 1.8910 -0.3169
O -0.7415 2.8746 -1.0266
Gd -3.0686 3.4142 -1.7964
C 1.0151 -1.4664 0.7533
C 1.3408 -1.1765 -0.7203
H 0.6094 0.4161 1.6075
H -1.7204 -0.2119 1.4952
H -1.5469 -0.9708 -0.1330
H 1.9034 -1.4601 1.3896
H 0.3441 -2.3224 0.8775
H 2.4198 -1.1771 -0.8967
H 0.9762 -0.1709 -1.0997
H 0.7487 -1.8171 -1.3843
```

Output
Energy relative to the best compared isomer or geometry (same formula, charge and spin) ... 0.2468 eV
Spin multiplicity ... 9
Orbital gap (spin up / spin down) ... 7.6 / 7.3 eV
Net charge ... +2
M ... 273.4 g mol⁻¹

***

# 8
Entry from the OMol25 dataset: 2 unconnected molecules or ions with the total composition C5H8INO2 in a non-equilibrium geometry (ωB97M-V/def2-TZVPD).

```
17
C5H8INO2 (ωB97M-V/def2-TZVPD)
C -0.3187 -1.8143 -1.3925
C 1.2552 -1.3178 2.1980
C 0.5863 0.5790 1.1316
C 1.0428 1.9014 0.5083
C -1.8326 -0.0224 -2.2938
N -0.9182 -0.8107 -1.5852
O 0.2967 -2.7444 -1.1450
O 1.4269 -0.3333 1.3716
I -1.1693 0.7925 2.4662
H 0.4011 -1.4838 2.8029
H 2.0262 -2.0289 1.9890
H 1.6394 2.5726 1.2637
H 0.2426 2.6597 0.4887
H 1.4672 1.5537 -0.4460
H -1.7341 -0.2483 -3.2775
H -2.8422 -0.2184 -2.1531
H -1.5693 0.9636 -1.9269
```

Output
Energy relative to the best compared isomer or geometry (same formula, charge and spin) ... 4.3721 eV
Orbital gap (spin up / spin down) ... 8.0 / 7.6 eV
M ... 241.0 g mol⁻¹

***

# 9
Entry from the OMol25 dataset: a gas-phase ion, C5H8N (charge +1) in a non-equilibrium geometry (ωB97M-V/def2-TZVPD).

```
14
C5H8N (ωB97M-V/def2-TZVPD)
C -1.0012 1.0864 -0.3232
C 0.1625 0.0400 0.0346
C -0.3403 -1.3536 0.1588
C 1.3247 0.6242 0.7224
C 2.3771 -0.0817 -0.1477
N 1.3402 0.0478 -0.8660
H -1.9657 0.7158 0.1615
H -1.1986 1.0701 -1.3482
H -0.7345 2.0193 -0.0295
H -1.0020 -1.4549 -0.6240
H -0.7934 -1.4336 1.0890
H 0.3201 -2.1639 0.1838
H 1.3300 1.6453 0.8903
H 3.3875 -0.2027 -0.3922
```

Output
SMILES ... CC1(C)[C@H]2C=[N+]21
Energy relative to the best compared isomer or geometry (same formula, charge and spin) ... 4.8043 eV
Orbital gap ... 11.0 eV
Net charge ... +1
M ... 82.1 g mol⁻¹

***

# 10
Entry from the OMol25 dataset: 2 unconnected molecules or ions with the total composition C5H8N in a non-equilibrium geometry (ωB97M-V/def2-TZVPD).

```
14
C5H8N (ωB97M-V/def2-TZVPD)
C 0.2022 -1.1004 -0.3504
C 0.1508 -0.0089 0.2376
C 0.3288 -2.0406 -1.3010
C 1.7626 -2.3724 -1.7687
C -1.6654 2.4138 1.8563
N -0.4381 2.4681 1.2877
H -0.3973 -2.5557 -1.7748
H 1.9588 -2.4478 -2.8429
H 1.9865 -3.3959 -1.3970
H 2.4844 -1.5622 -1.2593
H -1.7221 1.8986 2.8401
H -1.5641 3.6740 2.0904
H -2.5217 2.3031 1.1640
H 0.2893 2.3669 1.9726
```

Output
Energy relative to the best compared isomer or geometry (same formula, charge and spin) ... 9.2589 eV
Orbital gap (spin up / spin down) ... 6.9 / 6.9 eV
Net charge ... +1
M ... 82.1 g mol⁻¹

***

# 11
Entry from the OMol25 dataset: a gas-phase ion, C5H8N (charge +1) in a non-equilibrium geometry (ωB97M-V/def2-TZVPD).

```
14
C5H8N (ωB97M-V/def2-TZVPD)
C 1.9535 0.3158 1.2224
C 0.9294 0.0968 0.2440
C 0.5341 0.6181 -0.9575
C 0.1865 -1.0006 -0.2115
C -0.7546 -0.1865 -1.0648
N -1.9918 0.3865 -0.4221
H 1.6372 0.3168 2.2135
H 2.5711 1.1394 1.0205
H 2.6424 -0.6254 1.3700
H 0.4419 -1.9683 -0.5771
H -1.0900 -0.6024 -2.0069
H -2.8615 0.5484 -1.0621
H -1.7926 1.2775 -0.0081
H -2.4058 -0.3161 0.2396
```

Output
SMILES ... CC1=C2[C@@H]1[C@H]2[NH3+]
Energy relative to the best compared isomer or geometry (same formula, charge and spin) ... 4.8121 eV
Orbital gap ... 9.1 eV
Net charge ... +1
M ... 82.1 g mol⁻¹

***

# 12
Entry from the OMol25 dataset: a gas-phase ion, C5H8N (charge +1) in a non-equilibrium geometry (ωB97M-V/def2-TZVPD).

```
14
C5H8N (ωB97M-V/def2-TZVPD)
C 0.9065 1.2091 0.3713
C 1.2796 0.1989 -0.3984
C -1.9660 0.3098 1.3062
C -1.4184 -0.0136 0.0381
C 1.9084 -0.9218 -1.0934
N -0.1870 0.6682 -0.3088
H 0.9749 2.1144 0.9496
H -3.0956 0.4111 1.2788
H -1.4548 0.6527 2.1650
H -1.2383 -1.1100 -0.1088
H -2.2112 0.2616 -0.7096
H 1.1227 -1.6914 -1.2597
H 2.7108 -1.3921 -0.3471
H 2.6685 -0.6967 -1.8829
```

Output
Energy relative to the best compared isomer or geometry (same formula, charge and spin) ... 6.5599 eV
Orbital gap (spin up / spin down) ... 9.6 / 6.9 eV
Net charge ... +1
M ... 82.1 g mol⁻¹

***

# 13
Entry from the OMol25 dataset: a gas-phase ion, C5H8N (charge +1) in a non-equilibrium geometry (ωB97M-V/def2-TZVPD).

```
14
C5H8N (ωB97M-V/def2-TZVPD)
C -0.5099 -0.2131 -1.1170
C -1.5100 0.3383 -0.3409
C -2.4046 0.8144 0.4172
C 0.6271 -0.8375 -0.1519
C 1.5674 0.1716 0.3833
N 0.5563 -2.0586 -0.0611
H 0.0198 0.5259 -1.7226
H -2.4323 0.7102 1.4951
H -3.2526 1.3748 0.0333
H -0.8777 -1.0488 -1.7160
H 2.4855 0.1340 -0.2069
H 1.8322 -0.0864 1.4090
H 1.1815 1.1863 0.3540
H 1.1908 -2.6708 0.4265
```

Output
Energy relative to the best compared isomer or geometry (same formula, charge and spin) ... 3.7861 eV
Orbital gap ... 8.1 eV
Net charge ... +1
M ... 82.1 g mol⁻¹

***

# 14
Entry from the OMol25 dataset: a gas-phase ion, C5H8N (charge +1) in a non-equilibrium geometry (ωB97M-V/def2-TZVPD).

```
14
C5H8N (ωB97M-V/def2-TZVPD)
C 0.4260 0.9245 1.1422
C -0.0630 1.4245 -0.0458
C 0.7730 1.4885 2.3350
C 0.0354 -0.5119 0.8780
C -1.2828 -0.4347 -1.4066
N -0.1123 -0.2414 -0.6437
H 0.9635 2.6209 2.3944
H 0.9426 0.8519 3.1846
H 0.8118 -1.3107 1.0734
H -0.9304 -0.8184 1.5062
H -1.9361 0.3743 -1.3149
H -1.0946 -0.3772 -2.4591
H -1.8925 -1.2644 -0.9204
H 0.6496 -0.6182 -1.2582
```

Output
Energy relative to the best compared isomer or geometry (same formula, charge and spin) ... 6.4649 eV
Orbital gap (spin up / spin down) ... 7.7 / 7.7 eV
Net charge ... +1
M ... 82.1 g mol⁻¹

***

# 15
Entry from the OMol25 dataset: a gas-phase ion, C5H8N (charge +1) in a non-equilibrium geometry (ωB97M-V/def2-TZVPD).

```
14
C5H8N (ωB97M-V/def2-TZVPD)
C -1.4509 -2.6256 -0.1957
C -1.0818 -1.4651 -0.0993
C 0.4495 0.2176 -1.2047
C 0.7745 0.2992 0.2339
C 0.7112 1.5442 1.0405
N -0.6257 -0.2174 -0.1366
H -1.7059 -3.6350 -0.4631
H 0.1227 1.1883 -1.6633
H 0.8029 -0.7054 -1.7118
H 1.3958 -0.5655 0.6611
H 0.2874 2.2081 0.3503
H 1.7469 1.8144 1.2830
H -0.0025 1.3912 1.9861
H -1.4239 0.5509 -0.0804
```

Output
Energy relative to the best compared isomer or geometry (same formula, charge and spin) ... 5.9991 eV
Spin multiplicity ... 3
Orbital gap (spin up / spin down) ... 6.3 / 8.1 eV
Net charge ... +1
M ... 82.1 g mol⁻¹

***

# 16
Entry from the OMol25 dataset: a gas-phase ion, C5H8N (charge +1) in a non-equilibrium geometry (ωB97M-V/def2-TZVPD).

```
14
C5H8N (ωB97M-V/def2-TZVPD)
C 1.7985 1.3987 -0.0029
C -0.9147 0.3122 -0.0107
C 1.1229 -1.0618 0.0023
C 2.0385 0.1506 -0.0017
C -2.3253 0.6069 0.0005
N -0.3087 -0.8000 -0.0111
H 1.6557 2.4433 0.0128
H 1.3762 -1.6719 -0.8732
H 1.3573 -1.6484 0.8997
H 3.0776 -0.1957 -0.0046
H -2.5713 1.1900 -0.8880
H -2.5367 1.2575 0.8489
H -2.9666 -0.2787 0.0461
H -0.8034 -1.7027 -0.0180
```

Output
Energy relative to the best compared isomer or geometry (same formula, charge and spin) ... 2.4862 eV
Spin multiplicity ... 3
Orbital gap (spin up / spin down) ... 7.4 / 7.4 eV
Net charge ... +1
M ... 82.1 g mol⁻¹